ORCA calculation (ωB97M-V with the def2-TZVPD basis set) on a molecular structure, C39H49ClN4O2PSSi2Ti.

2S+1   1
Highest occupied orbital energy   -10.464 eV
Frontier orbital gap   7.2 eV
Total charge   +1
Energy relative to the best compared isomer or geometry (same formula, charge and spin)   0.889 eV
LUMO energy   -3.24 eV

Geometry (Å):
Ti 0.074 -1.623 0.179
O 1.255 -0.182 0.900
C 1.528 -0.111 2.336
C 2.003 1.287 2.714
C 1.285 2.440 1.991
C -0.215 2.532 2.186
C -0.744 3.425 3.114
C -2.118 3.569 3.214
C -2.931 2.822 2.378
C -2.326 1.938 1.501
N -1.004 1.775 1.411
H 2.069 -0.002 0.404
H 2.248 -0.894 2.574
H 0.584 -0.350 2.806
H 3.077 1.377 2.534
H 1.859 1.385 3.793
H 1.476 2.390 0.919
H 1.734 3.373 2.336
H -0.080 4.018 3.730
H -2.547 4.264 3.924
H -4.008 2.917 2.402
H -2.923 1.328 0.832
C -3.649 -1.967 2.267
Si -1.947 -2.108 2.994
C -1.822 -3.520 4.216
C -1.522 -0.577 3.976
N -0.759 -2.401 1.655
C -0.409 -3.740 1.346
C -1.268 -4.837 1.529
C -0.832 -6.110 1.265
C 0.457 -6.325 0.757
C 1.282 -5.262 0.478
C 0.860 -3.948 0.763
N 1.575 -2.795 0.447
Si 3.306 -2.847 0.064
C 4.176 -3.831 1.398
C 3.583 -3.547 -1.641
C 4.032 -1.114 0.070
H -4.366 -1.828 3.081
H -3.934 -2.861 1.711
H -3.733 -1.116 1.591
H -1.891 -3.100 5.222
H -0.879 -4.064 4.148
H -2.630 -4.243 4.103
H -2.387 -0.399 4.623
H -1.357 0.334 3.412
H -0.667 -0.756 4.632
H -2.281 -4.674 1.870
H -1.494 -6.948 1.434
H 0.799 -7.333 0.563
H 2.262 -5.434 0.054
H 3.472 -4.248 2.120
H 4.874 -3.195 1.945
H 4.750 -4.661 0.982
H 3.294 -4.595 -1.728
H 4.644 -3.477 -1.894
H 3.016 -2.982 -2.384
H 4.005 -0.628 1.048
H 3.653 -0.437 -0.701
H 5.093 -1.248 -0.161
Cl 1.235 -0.495 -2.047
C 0.905 0.438 -3.526
C 1.573 -0.005 -4.653
C 1.415 0.712 -5.828
C 0.610 1.843 -5.846
C -0.041 2.254 -4.697
C 0.082 1.554 -3.494
P -0.778 2.051 -1.946
C -2.148 3.043 -2.631
C -3.325 2.345 -2.909
C -4.415 2.996 -3.468
C -4.347 4.356 -3.737
C -3.186 5.060 -3.451
C -2.090 4.408 -2.906
C 0.372 3.314 -1.296
C 1.733 3.309 -1.595
C 2.598 4.200 -0.971
C 2.112 5.117 -0.051
C 0.756 5.134 0.248
C -0.104 4.234 -0.360
H 2.202 -0.883 -4.610
H 1.924 0.385 -6.724
H 0.486 2.405 -6.762
H -0.676 3.132 -4.726
H -3.387 1.287 -2.686
H -5.320 2.443 -3.685
H -5.199 4.867 -4.165
H -3.131 6.122 -3.657
H -1.187 4.967 -2.695
H 2.130 2.615 -2.327
H 3.652 4.187 -1.220
H 2.783 5.822 0.422
H 0.365 5.851 0.960
H -1.159 4.251 -0.107
O 0.073 -3.217 -1.757
H -0.670 -3.224 -2.373
H 0.230 -4.138 -1.508
S -2.014 -1.131 -1.042
C -2.629 -2.692 -0.850
N -3.031 -3.772 -0.758

Forces on the atoms, in the same order (eV/Å):
Ti -0.3315 -1.6180 0.0380
O 0.0442 0.4210 0.1647
C -0.0388 0.4252 0.0043
C -0.1546 -0.0617 -0.0096
C -0.1167 -0.1694 0.1260
C 0.0108 -0.1388 0.0778
C 0.0021 -0.0112 -0.0190
C 0.0294 0.0379 0.0429
C -0.0495 -0.0061 -0.0136
C 0.1697 -0.0810 -0.0127
N 0.1504 0.0028 0.0953
H 0.0077 0.0689 -0.0449
H 0.0094 0.0304 0.0426
H -0.0642 0.0057 -0.0221
H 0.0081 0.0205 -0.0429
H 0.0586 -0.0340 0.0112
H 0.0136 -0.0422 -0.0040
H -0.0129 -0.0608 0.0107
H 0.0054 0.0051 0.0118
H 0.0027 0.0010 -0.0008
H 0.0105 0.0010 0.0001
H -0.0097 -0.0558 -0.0425
C -0.0184 0.0034 0.0375
Si -0.0580 0.0075 -0.0215
C 0.0066 -0.0191 0.0156
C 0.0164 -0.0547 0.0087
N 0.1158 0.0470 0.0028
C -0.0304 0.1761 0.0546
C -0.0469 -0.0236 -0.0905
C -0.0117 0.0006 -0.0221
C 0.0039 0.0003 -0.0045
C -0.1377 -0.0492 -0.0501
C 0.2366 0.1649 0.0247
N 0.3458 -0.0151 0.0564
Si -0.0336 -0.0050 0.0790
C -0.0066 -0.0122 -0.0032
C 0.0004 0.0046 -0.0345
C 0.0306 0.0016 -0.0001
H -0.0115 0.0060 -0.0192
H 0.0031 0.0041 0.0026
H 0.0075 0.0302 -0.0129
H -0.0255 -0.0187 0.0121
H 0.0051 0.0394 0.0168
H 0.0166 -0.0021 0.0096
H 0.0187 -0.0124 0.0181
H -0.0108 0.1011 -0.0980
H 0.0040 0.0091 -0.0091
H 0.0352 -0.0058 -0.0124
H 0.0080 -0.0072 0.0004
H -0.0101 -0.0032 0.0003
H -0.0019 0.0082 0.0110
H -0.0075 0.0055 0.0029
H 0.0000 -0.0099 0.0061
H -0.0004 0.0051 -0.0074
H 0.0046 0.0056 -0.0054
H -0.0055 -0.0048 -0.0193
H 0.0043 -0.0026 -0.0076
H -0.0126 0.0069 0.0198
H -0.0106 -0.0232 0.0009
H -0.0010 0.0223 0.0045
Cl 0.4425 0.2385 -0.2805
C -0.1259 0.0181 0.0441
C -0.0336 0.0382 0.0228
C -0.0041 0.0159 -0.0164
C 0.0354 -0.0519 -0.0447
C -0.1004 -0.0295 0.0375
C 0.1710 0.0203 0.0011
P -0.0780 -0.0964 0.0188
C -0.0587 0.0026 0.0208
C 0.0126 0.0870 0.0161
C 0.0025 0.0014 0.0025
C -0.0145 -0.0129 -0.0052
C 0.0143 0.0048 0.0062
C -0.0121 0.0029 -0.0157
C 0.0379 -0.0065 -0.0403
C 0.0000 -0.0118 -0.0111
C 0.0159 0.0327 0.0043
C -0.0111 0.0220 -0.0425
C 0.0046 0.0472 -0.0747
C -0.0112 0.0778 -0.0438
H -0.0048 -0.0068 0.0016
H -0.0049 -0.0020 -0.0065
H 0.0097 0.0037 -0.0024
H 0.0236 -0.0243 -0.0049
H 0.0095 -0.0680 0.0184
H 0.0025 0.0032 -0.0007
H 0.0009 -0.0024 0.0015
H -0.0011 -0.0023 -0.0036
H 0.0113 -0.0004 -0.0050
H -0.0152 0.0095 -0.0006
H 0.0041 0.0029 -0.0017
H 0.0049 -0.0014 0.0055
H -0.0022 -0.0032 0.0018
H 0.0215 -0.0034 -0.0036
O 0.0823 0.1837 0.0391
H -0.1027 0.0376 0.0642
H -0.0645 -0.0273 0.0241
S -0.3117 0.2660 -0.1024
C -0.1082 0.1196 -0.0140
N -0.0090 -0.0065 0.0104

Results of the Löwdin charge analysis, in e, for atoms 1 through 6:
1 Ti 0.80
2 O -0.24
3 C -0.16
4 C -0.12
5 C -0.13
6 C -0.30

ORCA calculation (ωB97M-V with the def2-TZVPD basis set) on a molecular structure, C17H34OOsP2.

2S+1   5
Highest occupied orbital energy (alpha / beta)   -13.603 / -14.628 eV
Frontier orbital gap (alpha / beta)   7.8 / 6.3 eV
Total charge   +2
Energy relative to the best compared isomer or geometry (same formula, charge and spin)   0.000 eV
LUMO energy (alpha / beta)   -5.76 / -8.32 eV

Geometry (Å):
P 2.145 -4.418 -2.248
P 0.153 -5.355 1.084
C 2.055 -5.976 -1.142
C 0.804 -6.380 -0.347
H 2.942 -5.963 -0.490
H 2.226 -6.795 -1.861
H -0.041 -6.562 -1.028
H 1.023 -7.342 0.139
C 1.304 -5.909 2.382
H 1.121 -5.350 3.305
H 2.346 -5.748 2.082
H 1.134 -6.979 2.564
C -1.317 -6.436 1.345
H -0.998 -7.420 1.725
H -1.852 -6.589 0.397
H -2.015 -5.997 2.064
C 3.871 -4.615 -2.776
H 4.162 -3.772 -3.406
H 4.008 -5.542 -3.347
H 4.530 -4.640 -1.902
C 1.216 -5.128 -3.656
H 0.261 -5.590 -3.356
H 1.829 -5.914 -4.136
H 0.991 -4.356 -4.404
Os 0.055 -1.045 -0.172
C -0.568 -3.096 1.081
C 0.798 -2.677 1.266
C 2.095 -3.224 0.668
C 2.725 -2.282 -0.348
C 2.008 -2.652 -1.778
C 0.432 -2.473 -1.796
C -0.533 -3.642 -1.431
C -1.398 -3.370 -0.170
C 0.497 0.554 -1.330
H -1.203 -2.886 1.963
H 1.012 -2.234 2.246
H 1.983 -4.201 0.184
H 2.805 -3.450 1.469
H 2.707 -1.242 0.079
H 3.786 -2.460 -0.533
H 2.381 -1.910 -2.532
H 0.100 -2.109 -2.801
H -0.056 -4.628 -1.339
H -1.202 -3.831 -2.304
H -2.108 -2.577 -0.462
H -2.057 -4.230 0.057
H -0.506 1.020 -1.391
H 0.868 0.430 -2.363
H 1.145 1.290 -0.803
C -1.458 0.870 1.129
C -0.068 0.298 1.240
O 0.836 0.598 2.007
H -1.943 0.512 0.177
H -1.361 1.970 1.172
H -1.992 0.540 2.037

Forces on the atoms, in the same order (eV/Å):
P 2.1729 -2.4703 -0.8723
P -0.7580 -2.5046 -0.0436
C 0.0414 0.4378 0.6354
C 0.0343 0.1073 -0.2243
H -0.2126 0.1008 -0.1449
H 0.0960 0.5177 -0.0642
H 0.2342 0.0239 0.2119
H 0.0024 0.0720 -0.2257
C 0.0652 0.3249 0.2828
H 0.0870 -0.1512 -0.0274
H -0.2220 -0.0420 0.0837
H 0.0834 0.2915 -0.0072
C -0.0897 0.0225 0.1944
H -0.1208 0.3088 -0.1483
H 0.1360 0.0901 0.2532
H 0.1058 -0.0735 -0.0398
C 0.1216 -0.0120 -0.0713
H 0.0029 -0.0658 0.0186
H -0.0488 0.2241 0.2258
H -0.0568 0.0591 -0.1146
C -0.6688 0.7236 -0.4819
H 0.4055 0.3121 0.0381
H -0.0764 0.5277 0.4091
H 0.0430 -0.2123 0.0469
Os 0.8996 -3.1149 -0.5823
C 0.4249 -0.4214 0.7239
C 0.1591 1.9394 -0.8832
C 0.2873 -0.1872 0.3907
C -0.1824 -1.0493 -1.2154
C -1.8908 1.6797 1.2002
C -0.6751 0.6924 -0.0209
C -0.3264 -0.3797 -0.6907
C 0.3768 -0.6583 -1.0072
C 0.3167 1.5249 -0.6509
H 0.3255 -0.2425 -0.4214
H -0.3952 -0.2046 -0.2671
H -0.3469 0.3116 0.1909
H -0.1172 0.3547 0.1894
H -0.4117 -0.5509 -1.1666
H 0.0894 -0.2420 0.3231
H 0.0382 -1.2942 0.2159
H 0.5652 -0.0121 0.8426
H 0.0321 0.5096 0.2428
H 0.1745 0.3747 0.6713
H 0.1369 0.2488 0.5024
H 0.1638 0.3610 -0.2214
H 0.3936 0.2062 -0.3092
H -0.1160 -0.2043 0.5182
H -0.3013 -0.3099 -0.4347
C -0.4537 0.3753 0.2316
C 1.5053 2.1513 2.8839
O -1.9874 -0.6913 -1.5789
H 0.1582 0.5389 1.1397
H -0.1787 -0.4038 -0.2612
H -0.0425 0.0861 -0.4896

Results of the Löwdin charge analysis, in e, for atoms 1 through 6:
1 P 0.99
2 P 0.99
3 C -0.28
4 C -0.35
5 H 0.10
6 H 0.11

ORCA calculation (ωB97M-V with the def2-TZVPD basis set) on 2 unconnected molecules or ions with the total composition C2H8N5O.

2S+1   1
Highest occupied orbital energy   -14.103 eV
Frontier orbital gap   9.3 eV
Total charge   +1
Energy relative to the best compared isomer or geometry (same formula, charge and spin)   2.951 eV
LUMO energy   -4.79 eV

Geometry (Å):
C -1.846 -0.041 0.040
C 1.230 0.637 0.400
N 1.809 0.541 1.499
N 1.032 1.841 -0.243
N -1.953 0.300 1.310
N 0.974 -0.485 -0.518
N 1.188 -0.281 -1.704
O -0.897 -0.308 -0.657
H -2.792 -0.274 -0.369
H 1.855 -0.316 2.011
H 1.414 2.661 0.148
H -1.239 0.437 1.960
H -2.882 0.310 1.674
H 0.265 1.661 -0.798
H 1.237 0.712 -2.157
H 1.163 -0.962 -2.419

Forces on the atoms, in the same order (eV/Å):
C -1.8236 -0.9012 1.5845
C 1.5826 1.3545 -0.6618
N -0.8230 0.3567 0.5852
N 1.2825 -2.6460 0.8517
N -0.6400 0.0501 -0.7524
N 0.9569 -1.3871 1.5810
N 1.1733 3.7879 -2.3210
O 0.5347 0.4711 -0.8541
H -1.4381 0.1900 -0.7495
H 0.4126 -0.9073 -0.3496
H -0.2896 1.0871 0.2901
H 1.5323 0.2488 0.8586
H -0.4294 0.1512 0.2334
H -2.0838 1.6727 -1.5731
H 0.1741 -1.7797 1.4511
H -0.1215 -1.7488 -0.1741

Results of the Löwdin charge analysis, in e, for atoms 1 through 6:
1 C -0.30
2 C -0.50
3 N 0.21
4 N 0.16
5 N 0.22
6 N 0.09

ORCA calculation (ωB97M-V with the def2-TZVPD basis set) on 7 unconnected molecules or ions with the total composition C46H53F7O4P2.

2S+1   1
Highest occupied orbital energy   -8.296 eV
Frontier orbital gap   8.5 eV
LUMO energy   0.16 eV

Geometry (Å):
C 0.621 0.262 1.510
C 0.705 -0.727 2.447
C 0.277 -2.126 2.124
P 1.659 -3.086 1.340
O 2.805 -2.127 2.191
C 2.193 -2.441 -0.293
C 2.484 -3.484 -1.398
C 3.587 -3.027 -2.349
C 0.367 -4.262 0.495
P -1.058 -4.832 1.438
O -2.249 -3.984 1.261
O -1.334 -6.356 0.959
O -0.651 -5.065 2.958
C 2.492 -4.570 2.242
F 2.411 -4.322 3.586
F 1.854 -5.751 2.049
C 4.013 -4.798 1.911
F 4.187 -6.091 1.548
F 4.412 -4.035 0.860
C 5.016 -4.568 3.079
F 4.849 -5.479 4.021
F 4.946 -3.352 3.593
F 6.243 -4.722 2.571
H 1.485 0.876 1.273
H -0.306 0.461 0.974
H 1.040 -0.493 3.454
H -0.527 -2.033 1.391
H -0.021 -2.634 3.044
H 3.667 -2.094 1.768
H 1.377 -1.794 -0.630
H 3.067 -1.804 -0.185
H 1.572 -3.640 -1.976
H 2.737 -4.458 -0.978
H 3.959 -3.885 -2.911
H 4.434 -2.597 -1.814
H 3.203 -2.316 -3.080
H -0.078 -3.689 -0.321
H 0.824 -5.142 0.041
H -1.100 -6.466 0.031
H -0.628 -6.001 3.194
C 2.248 2.682 -0.911
C 3.302 2.882 -0.030
C 3.754 4.166 0.236
C 3.153 5.253 -0.382
C 2.101 5.055 -1.265
C 1.647 3.770 -1.529
H 1.898 1.676 -1.112
H 3.775 2.034 0.450
H 4.575 4.320 0.924
H 3.503 6.256 -0.174
H 1.634 5.903 -1.750
H 0.825 3.618 -2.218
C -0.681 4.963 -5.274
C -0.197 5.436 -6.486
C 0.504 6.633 -6.535
C 0.719 7.359 -5.371
C 0.230 6.887 -4.160
C -0.468 5.689 -4.112
H -1.223 4.026 -5.236
H -0.366 4.869 -7.392
H 0.884 7.000 -7.479
H 1.268 8.291 -5.407
H 0.393 7.456 -3.253
H -0.851 5.320 -3.168
C -2.486 4.344 -0.762
C -3.222 3.220 -1.109
C -4.610 3.273 -1.109
C -5.259 4.448 -0.760
C -4.522 5.571 -0.407
C -3.135 5.519 -0.409
H -1.403 4.305 -0.763
H -2.715 2.302 -1.379
H -5.185 2.397 -1.381
H -6.341 4.490 -0.761
H -5.029 6.486 -0.129
H -2.559 6.392 -0.133
C -1.590 5.167 5.128
C -2.402 5.338 4.015
C -2.579 4.292 3.120
C -1.944 3.078 3.336
C -1.128 2.908 4.446
C -0.952 3.953 5.343
H -1.455 5.981 5.830
H -2.897 6.286 3.845
H -3.214 4.418 2.252
H -2.086 2.264 2.637
H -0.630 1.961 4.611
H -0.317 3.821 6.210
C -1.953 -8.585 4.990
C -2.534 -7.339 4.803
C -2.999 -6.615 5.892
C -2.887 -7.143 7.170
C -2.312 -8.393 7.358
C -1.844 -9.114 6.269
H -1.587 -9.146 4.139
H -2.631 -6.930 3.804
H -3.448 -5.642 5.743
H -3.248 -6.580 8.021
H -2.229 -8.805 8.355
H -1.395 -10.088 6.416
C -1.147 0.274 -8.353
C -0.150 1.196 -8.065
C 0.130 1.526 -6.746
C -0.589 0.935 -5.716
C -1.590 0.018 -6.004
C -1.868 -0.313 -7.323
H -1.362 0.013 -9.381
H 0.409 1.659 -8.868
H 0.908 2.244 -6.520
H -0.369 1.192 -4.687
H -2.155 -0.439 -5.201
H -2.648 -1.029 -7.548

Forces on the atoms, in the same order (eV/Å):
C 0.0848 -0.4518 0.4770
C -0.4331 0.6962 -0.6392
C -0.3970 1.1581 0.8882
P -0.3169 0.7077 -0.2177
O 0.0097 -0.2231 0.0933
C 0.1469 -0.4300 -0.5709
C -0.2383 0.1480 -0.0086
C -0.1031 -0.3443 -0.0999
C -0.1414 -0.2668 0.0798
P -1.1833 0.1712 -0.5667
O 0.5720 0.0224 0.1641
O 0.5047 0.0438 0.1374
O 0.0059 -0.1349 0.0215
C -0.0408 -0.0202 0.4989
F -0.1170 -0.1135 -0.2807
F 0.2891 0.1127 -0.0870
C -0.0983 -0.5597 0.0540
F 0.0170 0.2888 -0.0743
F -0.0918 0.0299 0.1636
C 0.2069 -0.0066 -0.4652
F -0.1981 -0.0837 0.2694
F -0.1141 0.1679 0.1331
F 0.2134 -0.0388 -0.0687
H -0.5488 1.1699 1.1178
H 0.4661 -1.0177 -1.1276
H 1.5056 -0.4796 -0.4153
H -0.1358 -0.5857 0.0586
H -0.2698 -0.3896 -0.2871
H 0.0455 0.0583 0.0237
H -0.0300 0.0950 0.2111
H -0.0369 0.0558 0.1902
H 0.0282 -0.1337 -0.0037
H 0.1281 0.0436 0.0721
H 0.0327 0.0345 -0.0568
H -0.0084 0.0678 -0.0130
H 0.1086 0.1867 0.1149
H -0.0216 0.1061 0.0764
H 0.1992 0.0621 0.0689
H -0.1645 -0.1555 0.0119
H 0.1136 0.0587 0.1419
C 0.0441 0.0155 0.0191
C 0.0105 -0.0689 -0.0022
C 0.0090 0.0048 0.0025
C -0.0105 0.0254 0.0089
C -0.0321 -0.0180 0.0003
C -0.0333 -0.0134 -0.0055
H -0.0257 0.0111 -0.0240
H -0.0055 -0.0009 0.0130
H 0.0018 -0.0015 0.0061
H 0.0041 0.0053 -0.0040
H -0.0022 -0.0059 -0.0221
H 0.0170 0.0069 -0.0298
C -0.0167 -0.0628 0.0149
C 0.0196 -0.0127 -0.0486
C 0.0037 0.0027 0.0312
C -0.0042 -0.0115 -0.0106
C 0.0165 0.0092 0.0074
C 0.0053 0.0010 0.0528
H -0.0150 0.0034 -0.0209
H -0.0037 -0.0114 0.0005
H -0.0013 0.0039 -0.0049
H -0.0039 0.0078 -0.0007
H -0.0081 0.0185 -0.0034
H -0.0347 0.0249 0.0014
C 0.0813 -0.0022 -0.0183
C -0.0005 0.0010 -0.0065
C -0.0029 -0.0037 0.0056
C 0.0051 -0.0040 0.0150
C -0.0056 -0.0067 -0.0008
C 0.0095 0.0316 -0.0257
H 0.0038 -0.0145 0.0470
H 0.0012 -0.0044 -0.0036
H -0.0032 -0.0054 0.0019
H -0.0055 -0.0020 0.0062
H -0.0040 0.0065 -0.0073
H 0.0036 0.0022 0.0065
C 0.0087 -0.0047 -0.0072
C 0.0208 -0.0151 0.0212
C -0.0654 -0.0064 -0.0540
C 0.0252 -0.0173 0.0025
C 0.0052 -0.0020 -0.0018
C -0.0116 0.0133 -0.0058
H 0.0079 0.0058 0.0001
H -0.0096 0.0013 0.0038
H 0.0014 0.0185 -0.0050
H 0.0156 -0.0109 0.0014
H 0.0044 -0.0059 -0.0079
H 0.0015 -0.0008 0.0056
C 0.0119 0.0069 0.0022
C 0.0451 0.0016 -0.0843
C 0.0094 0.0189 0.0163
C -0.0005 -0.0066 -0.0029
C 0.0020 0.0018 -0.0007
C 0.0119 0.0027 0.0031
H -0.0214 -0.0119 -0.0068
H -0.0783 -0.0136 -0.0009
H 0.0025 0.0053 -0.0100
H -0.0072 -0.0006 0.0047
H 0.0045 0.0003 0.0066
H 0.0039 -0.0040 0.0025
C -0.0097 0.0074 0.0026
C -0.0086 -0.0077 -0.0005
C 0.0316 0.0343 0.0198
C -0.0054 0.0053 0.0046
C 0.0016 -0.0041 0.0074
C 0.0039 -0.0028 -0.0051
H -0.0070 0.0049 -0.0054
H 0.0113 -0.0064 -0.0028
H -0.0032 0.0092 0.0028
H -0.0004 0.0101 0.0033
H -0.0036 -0.0041 0.0037
H -0.0043 -0.0041 -0.0005

Results of the Löwdin charge analysis, in e, for atoms 1 through 6:
1 C -0.01
2 C -0.20
3 C -0.24
4 P 0.88
5 O -0.26
6 C -0.24